Density functional theory data (ωB97M-V/def2-TZVPD) for 2 unconnected molecules or ions with the total composition C5H9NO at a distorted geometry.

Last column: Mulliken charge in e.
Positions of all 16 atoms, in Å:
C1 -1.5056 -0.2738 -0.9763  -1.09
N1 -0.3217 -0.1481 -0.1266  0.36
C2 -0.4322 0.6989 1.0779  -0.34
C3 0.3817 1.2045 -0.0594  -0.73
C4 2.7763 0.8507 0.8308  0.14
O1 3.3796 1.7595 0.4858  -0.25
C5 0.5134 -1.3647 -0.0657  -0.87
H1 -2.1008 -1.1498 -0.6969  0.36
H2 -1.1719 -0.3664 -2.0157  0.36
H3 -2.0960 0.6368 -0.8672  0.44
H4 -1.4644 0.9823 1.3004  0.27
H5 0.0988 0.2979 1.9464  0.23
H6 -0.2115 1.8812 -0.6890  0.15
H7 1.5030 -1.1470 -0.4638  0.28
H8 0.6094 -1.7029 0.9676  0.29
H9 0.0419 -2.1591 -0.6484  0.39

Values from the calculation:
- HOMO-LUMO gap: 8.012 eV
- Relative energy (zero: lowest compared OMol25 entry of this formula, charge and spin): 110.3 kcal/mol